The following is a DFT calculation (wB97M-V/def2-TZVPD) of a structure of composition C25H17BrCl4F2N4OTa at a distorted geometry.

## Properties
- DFT total energy (eV) = -161301.5451
- maximum force (eV/A) = 3.9
- HOMO (eV) = -16.8

Structure (ORCA input):
```
! RIJCOSX wB97M-V def2-TZVPD def2/J DEFGRID3
* xyz 3 1
Ta 0.256 0.328 -0.204
Br -2.652 -0.656 0.509
Cl 3.896 -0.031 -5.016
Cl 1.479 -1.641 -5.740
Cl -2.802 6.637 -2.150
Cl 3.362 -2.636 -3.750
F 2.194 -0.629 0.044
F 2.707 1.215 1.219
O -0.633 1.425 -1.363
N 1.472 -0.200 -2.326
N 0.166 -0.525 1.830
N -0.401 -1.656 -0.751
N -0.354 1.851 1.162
C 2.406 0.951 0.025
C 0.340 -2.425 3.361
C -0.101 2.575 3.571
C -1.381 3.385 -0.512
C 0.394 -2.624 -1.226
C 0.241 0.801 5.275
C -1.426 -4.103 -1.307
C -2.125 5.114 -1.995
C 2.637 -1.191 -4.456
C 0.163 0.303 2.884
C 0.247 -0.169 4.231
C -1.728 4.757 -0.698
C -2.076 4.253 -3.055
C -0.887 3.003 0.758
C -0.063 -3.906 -1.524
C 0.370 -1.588 4.476
C 1.909 -0.601 -3.307
C 0.202 -1.814 2.096
C -1.709 -1.908 -0.539
C -0.076 1.693 2.530
C 0.932 -4.860 -2.117
C 0.096 2.126 4.910
C -1.201 2.600 -1.685
C -1.420 3.060 -2.975
C -2.246 -3.160 -0.707
H -0.240 3.648 3.515
H 0.876 -4.789 -3.240
H 0.162 -2.554 1.250
H -2.386 4.572 -4.047
H 0.381 0.473 6.276
H 0.165 2.786 5.732
H -1.044 3.732 1.543
H -3.293 -3.257 -0.482
H 0.818 -5.913 -1.768
H 1.442 -2.419 -1.388
H -1.821 5.460 0.132
H 0.281 -3.476 3.542
H -1.203 2.410 -3.826
H -1.880 -5.100 -1.508
H 3.093 1.143 -0.808
H 0.474 -1.919 5.474
H 1.988 -4.550 -1.874
*
```